Entry 1:
{
  "formula": "C16H31Cl3Si",
  "method": "wB97M-V/def2-TZVPD",
  "elements": ["Cl", "Cl", "Cl", "Si", "C", "C", "C", "C", "C", "C", "C", "C", "C", "C", "C", "C", "C", "C", "C", "C", "H", "H", "H", "H", "H", "H", "H", "H", "H", "H", "H", "H", "H", "H", "H", "H", "H", "H", "H", "H", "H", "H", "H", "H", "H", "H", "H", "H", "H", "H", "H"],
  "positions_angstrom": [[2.3878, -4.4385, -1.9145], [4.9619, -2.3883, -2.2221], [1.3626, -2.2593, 2.4396], [0.4469, -2.0367, -0.7230], [-2.0142, 1.0526, -2.2328], [-0.7733, -1.4219, -2.1265], [-0.7897, 2.3444, 0.7562], [-0.1773, -3.1869, 1.9923], [1.5990, 3.0929, 1.5967], [0.0068, 2.9546, 2.0872], [-2.6748, 0.5002, 0.3984], [-0.6188, 0.1997, -2.2753], [-2.3647, 1.9839, 1.0446], [2.1443, -2.6452, -1.3989], [1.8990, 4.5878, 0.9441], [3.3234, -1.7166, -1.5655], [-0.4787, -3.3096, 0.3862], [3.3077, -0.1195, -1.1966], [0.0261, -4.7369, 2.5871], [-3.1399, 0.5187, -1.1725], [0.9708, -4.7342, 3.3162], [-1.1573, -2.7845, 2.5398], [-0.1429, 0.3920, -3.3533], [-3.5588, -0.5071, -1.5758], [2.2437, 4.5293, -0.1933], [0.1710, 0.5981, -1.5065], [-0.3068, -4.3916, -0.0524], [-0.3832, 4.0151, 2.4022], [-1.6437, -3.0960, 0.2435], [-4.0550, 1.2824, -1.2395], [4.2089, 0.3790, -1.8004], [-1.8656, -1.8178, -1.9968], [2.3462, 0.4605, -1.5258], [3.4804, 0.0829, -0.0494], [-0.3558, -1.9292, -3.1232], [-2.4560, 1.1540, -3.3272], [-3.1259, 2.8175, 0.7332], [2.3608, 2.8859, 2.4605], [-0.9409, -5.1020, 3.1381], [0.7377, -0.8173, 0.0745], [-1.7771, -0.2080, 0.6470], [-1.7168, 2.1641, -1.9146], [-0.7452, 3.1533, -0.0928], [0.2894, -5.4989, 1.7314], [0.9220, 5.2437, 1.0059], [-3.6043, 0.0720, 1.0135], [1.8146, 2.3209, 0.7194], [-0.2465, 1.3364, 0.5011], [0.0034, 2.1668, 2.9762], [2.7540, 5.1481, 1.5144], [-2.4744, 1.8479, 2.2258]],
  "forces_ev_per_angstrom": [[-0.47, 2.45, 0.75], [-2.56, 1.15, 1.05], [-1.34, -0.41, -0.38], [-1.01, 0.05, -0.37], [0.39, 0.95, 0.38], [0.59, -0.47, -1.36], [-0.49, 0.65, 1.18], [-1.50, -2.85, 0.05], [0.02, 0.53, -0.70], [1.30, -0.79, -1.10], [-1.51, 0.04, 0.53], [0.16, 0.09, -1.30], [0.77, -0.99, 0.85], [4.89, 2.19, -1.13], [0.03, 0.11, -0.18], [-3.27, -2.21, 0.59], [-1.10, -0.33, 0.30], [1.03, 0.16, -0.54], [0.87, 0.13, 0.22], [-0.29, 0.71, -0.57], [-2.35, -0.07, -1.40], [2.63, -0.25, -1.16], [-0.96, -0.28, 2.38], [0.89, 1.90, 1.15], [-0.85, 0.05, 2.46], [-1.77, -0.63, -1.33], [-0.22, 2.05, 1.19], [0.63, -2.20, -0.45], [2.47, -0.40, 0.24], [1.93, -1.64, 0.16], [-1.97, -1.18, 1.42], [2.04, 0.92, -0.12], [1.68, -1.53, 0.57], [-0.32, -0.67, -2.28], [-1.08, 1.08, 1.97], [0.76, -0.46, 2.34], [1.50, -1.67, 0.33], [-1.57, 0.37, -1.58], [1.91, 0.73, -1.02], [0.10, -0.19, -0.11], [-1.53, 1.31, -0.70], [-0.67, -2.35, -0.71], [0.28, -1.77, 1.44], [-0.61, 1.63, 1.60], [1.99, -1.24, -0.20], [1.94, 0.76, -1.38], [-0.53, 1.37, 2.06], [-0.96, 2.16, 0.21], [-0.37, 1.78, -1.84], [-1.68, -1.06, -1.00], [0.17, 0.33, -2.51]],
  "lowdin_charge": [0.4418, 0.4729, 0.5018, 0.5653, -0.2113, -0.2806, -0.2213, -0.6954, -0.2529, -0.2023, -0.2119, -0.2653, -0.2019, -0.6377, -0.1528, -0.5997, -0.3187, -0.1444, -0.1593, -0.2165, 0.0710, 0.1206, 0.1203, 0.1018, 0.0776, 0.0453, 0.0818, 0.1082, 0.0975, 0.1199, 0.0899, 0.0721, 0.0619, 0.0962, 0.0911, 0.1178, 0.1157, 0.1006, 0.0812, -0.0187, 0.0925, 0.1042, 0.1146, 0.0769, 0.0700, 0.1156, 0.0890, 0.0770, 0.1159, 0.0677, 0.1149],
  "homo_energy_ev": -9.058,
  "smiles": "CCCCCCCCCC[Si@@H](C[C@@H](C)Cl)/C(Cl)=C(\\C)Cl",
  "e_lumo_ev": 0.3100
}

Entry 2:
{
  "formula": "C16H31CrNP2Se",
  "method": "wB97M-V/def2-TZVPD",
  "elements": ["Se", "Cr", "P", "P", "N", "C", "C", "C", "C", "C", "C", "C", "C", "C", "C", "C", "C", "C", "C", "C", "C", "H", "H", "H", "H", "H", "H", "H", "H", "H", "H", "H", "H", "H", "H", "H", "H", "H", "H", "H", "H", "H", "H", "H", "H", "H", "H", "H", "H", "H", "H", "H"],
  "positions_angstrom": [[3.0311, -6.1341, 3.4817], [1.0689, -1.8139, 2.6474], [-0.5953, 2.4064, -0.4963], [-0.8461, -0.0877, -2.4503], [1.8823, -3.4914, 2.9838], [-2.3102, 2.7037, 0.1080], [-1.2186, -1.7193, 0.8056], [1.0288, -1.4333, 4.6591], [0.0639, 0.0743, 2.1374], [1.2958, -2.2751, 0.5190], [-1.9782, -1.1110, -3.4604], [0.6543, -0.0815, -3.5304], [1.4685, 0.2283, 1.9819], [2.3439, -4.5688, 3.1919], [2.1623, 0.1458, 0.6513], [-0.8626, -0.2326, 1.0049], [-0.0160, -2.6040, 0.9307], [-0.8901, 2.7341, -2.3007], [1.7093, -1.0392, -0.2261], [0.2199, 3.9885, -0.1024], [-1.5508, 1.5486, -2.9970], [0.4395, 4.0212, 0.9725], [0.4139, -2.2254, 5.1196], [-2.3006, 2.7326, 1.2062], [0.0868, 2.9805, -2.7452], [2.0532, 1.0850, 0.0782], [1.3902, 0.6467, -3.1598], [-1.7216, -2.1708, -3.3437], [1.1617, 4.0421, -0.6654], [-1.5194, 3.6323, -2.3637], [-0.2634, -3.6612, 1.1136], [-1.7871, 0.3483, 1.0911], [-0.3746, 0.0862, 0.0676], [-0.4207, 4.8351, -0.3828], [3.2434, 0.0450, 0.8400], [-1.7123, -1.8195, -0.1749], [-2.6849, 3.6634, -0.2783], [2.0609, -1.5480, 5.0396], [-1.9064, -0.8250, -4.5171], [2.0299, 0.7817, 2.7522], [-0.4277, 0.4951, 3.0251], [0.9134, -0.7106, -0.9137], [-1.9789, -2.0198, 1.5441], [1.1036, -1.0846, -3.5237], [0.3630, 0.1829, -4.5569], [0.6217, -0.4502, 4.9412], [2.5428, -1.2839, -0.9006], [-1.4063, 1.6012, -4.0840], [-2.9791, 1.8958, -0.2219], [2.0357, -3.0796, 0.4110], [-2.6335, 1.5089, -2.8022], [-3.0042, -0.9433, -3.1075]],
  "forces_ev_per_angstrom": [[0.29, -0.70, 0.11], [0.36, 0.00, 2.04], [0.29, 0.49, -0.63], [-0.40, 0.41, -0.65], [1.15, -2.75, 0.67], [0.02, 0.15, 0.08], [-0.46, 0.58, 0.63], [0.04, 0.13, 0.16], [1.64, 1.61, -0.05], [-1.85, -1.36, -1.23], [0.07, -0.22, -0.17], [-0.08, -0.13, 0.01], [-2.54, 1.35, 0.08], [-0.91, 2.22, -0.42], [0.72, -0.38, -0.16], [0.14, -0.61, -1.18], [1.54, -0.37, -1.99], [-0.07, 0.26, 0.27], [0.05, 0.77, -0.81], [-0.16, 0.36, 0.14], [0.12, -0.23, -0.05], [0.01, 0.13, -0.26], [0.19, 0.22, -0.01], [-0.13, -0.02, -0.25], [-0.25, -0.15, 0.04], [-0.15, -0.24, 0.35], [-0.16, -0.24, -0.08], [-0.17, 0.17, -0.11], [-0.20, 0.02, 0.21], [0.15, -0.05, -0.21], [0.54, 0.45, 0.27], [0.19, -0.13, 0.14], [-0.63, -0.19, 0.86], [0.25, 0.02, 0.12], [-0.29, 0.00, 0.01], [0.30, -0.11, 0.15], [0.01, -0.23, 0.14], [-0.42, 0.10, 0.03], [-0.13, -0.16, 0.11], [-0.41, -0.63, -0.06], [0.56, -0.52, -0.03], [0.31, -0.24, 0.51], [0.25, -0.07, -0.10], [0.00, 0.31, -0.03], [0.18, -0.08, 0.19], [0.18, -0.22, 0.10], [-0.12, -0.14, 0.30], [-0.22, 0.09, 0.10], [0.18, 0.21, 0.12], [-0.52, 0.13, 0.61], [0.28, 0.11, 0.00], [0.22, -0.15, -0.09]],
  "mulliken_spin": [0.0524, 3.7830, -0.0036, 0.0032, -0.0129, 0.0007, -0.0293, -0.1359, -0.0240, 0.0402, 0.0004, 0.0015, 0.0108, 0.1175, -0.0047, 0.1308, -0.0183, 0.0004, 0.1012, -0.0003, -0.0003, 0.0003, 0.0132, 0.0003, 0.0002, 0.0012, -0.0004, 0.0001, -0.0002, 0.0000, -0.0029, 0.0066, 0.0071, 0.0000, -0.0142, 0.0057, 0.0001, 0.0080, 0.0001, -0.0081, -0.0287, 0.0073, -0.0055, 0.0001, 0.0004, 0.0043, 0.0074, 0.0000, -0.0003, -0.0147, -0.0001, -0.0001],
  "homo_energy_ev": [-7.291, -7.467],
  "multiplicity": 5,
  "e_lumo_ev": [-0.0326, -0.7670],
  "e_above_lowest_ev": 0.000,
  "s_squared": 6.04
}

Entry 3:
{
  "formula": "C16H31F3O3P2PbS",
  "method": "wB97M-V/def2-TZVPD",
  "elements": ["Pb", "S", "P", "P", "F", "F", "F", "O", "O", "O", "C", "C", "C", "C", "C", "C", "C", "C", "C", "C", "C", "C", "C", "C", "C", "C", "H", "H", "H", "H", "H", "H", "H", "H", "H", "H", "H", "H", "H", "H", "H", "H", "H", "H", "H", "H", "H", "H", "H", "H", "H", "H", "H", "H", "H", "H", "H"],
  "positions_angstrom": [[0.0887, -0.1599, 3.2423], [-0.6262, 1.3500, 5.8832], [0.0986, 1.6336, -3.2681], [0.2839, -1.5533, -3.3802], [0.8671, 0.1199, 7.6562], [-1.2506, -0.6368, 7.4965], [-0.8250, 1.3332, 8.5073], [-1.9759, 1.1143, 5.1872], [0.6184, 1.1988, 4.6953], [-0.7029, 2.8662, 6.1198], [0.6503, -1.5279, 1.5397], [0.1723, -1.6269, 4.7109], [-0.6344, 1.3039, 1.6881], [-1.5047, 2.5026, -3.6170], [-1.4123, 0.5861, 0.5973], [-0.4530, 0.4903, 7.4785], [1.2514, 3.0737, -3.4742], [-0.8788, -2.9841, -3.5949], [1.7341, 0.6860, 0.8396], [-0.7224, -1.6028, 1.7519], [1.3166, -0.7447, 0.4206], [0.7530, 1.3697, 1.7658], [-1.7895, -0.8683, 0.9710], [1.8579, -2.3865, -3.9054], [0.3704, 0.8211, -4.9252], [-0.1130, -0.6345, -4.9543], [0.3212, -1.1732, -5.8079], [2.2130, -1.2864, 0.1013], [1.7548, -2.8862, -4.8769], [0.6546, -0.7088, -0.4490], [-0.8185, -1.7151, 5.1751], [1.9040, 1.3015, -0.0571], [-0.6806, -3.7348, -2.8231], [-1.4715, 3.0658, -4.5581], [-0.1271, 1.4135, -5.7055], [0.8873, -1.3622, 5.4965], [-1.0877, -2.4276, 2.3610], [-1.9097, -2.6379, -3.4699], [-2.3201, 1.7745, -3.6657], [2.6941, 0.6333, 1.3643], [1.1166, 3.7715, -2.6415], [-0.8416, 0.6037, -0.3352], [0.4475, -2.6038, 4.2928], [-1.1958, 2.0269, 2.2752], [1.0803, 3.6085, -4.4167], [1.2660, -2.2821, 2.0242], [-1.2032, -0.6586, -5.0760], [2.1410, -3.1295, -3.1528], [1.1802, 2.1579, 2.3827], [-2.6918, -0.8496, 1.5917], [-1.7256, 3.1941, -2.7975], [-0.7782, -3.4540, -4.5811], [2.6660, -1.6513, -3.9665], [-2.3349, 1.1428, 0.4028], [1.4479, 0.8558, -5.1288], [-2.0505, -1.4301, 0.0611], [2.2865, 2.7183, -3.4504]],
  "forces_ev_per_angstrom": [[-0.43, -0.03, 3.61], [-3.62, 9.53, -6.14], [-0.16, 1.24, -2.42], [-0.01, -1.07, -2.56], [-2.32, 0.62, -0.41], [1.49, 2.12, -0.13], [0.76, -1.91, -2.65], [3.88, -2.38, 1.55], [-1.91, 1.11, 4.86], [1.87, -5.12, 0.79], [0.09, -1.46, -2.15], [-0.12, -1.86, 1.81], [-1.05, 0.97, -1.00], [-0.25, -0.45, 0.89], [0.00, -0.17, -0.12], [0.63, -1.68, 3.55], [0.28, -0.36, 0.89], [-0.21, 0.29, 0.94], [0.09, -0.28, -0.08], [-0.38, -1.67, -2.56], [-0.08, 0.16, -0.13], [1.11, 1.18, -1.40], [-0.11, 0.21, 0.01], [0.32, 0.39, 0.91], [0.34, -0.78, 0.19], [-0.33, 0.76, 0.26], [-0.07, -0.02, 0.30], [-0.13, 0.06, 0.12], [-0.30, 0.20, 0.23], [0.10, -0.04, 0.14], [0.18, 0.00, -0.15], [-0.08, -0.02, 0.16], [-0.03, 0.05, -0.15], [0.30, -0.21, 0.20], [0.09, -0.01, 0.29], [-0.05, 0.04, -0.31], [0.08, 0.19, 0.15], [0.12, -0.08, -0.05], [0.06, 0.12, -0.03], [-0.10, 0.09, -0.13], [0.03, -0.04, -0.16], [-0.01, 0.05, 0.15], [-0.08, 0.28, 0.02], [0.07, 0.02, 0.15], [-0.21, -0.31, 0.13], [-0.06, 0.09, 0.12], [0.14, -0.05, 0.08], [0.00, 0.08, -0.14], [-0.13, -0.07, 0.17], [0.08, -0.02, -0.14], [-0.01, -0.06, -0.14], [0.22, 0.31, 0.13], [-0.06, -0.12, -0.03], [0.15, -0.06, 0.14], [-0.13, 0.05, 0.09], [0.09, 0.03, 0.17], [-0.13, 0.09, -0.02]],
  "lowdin_charge": [1.4584, 0.8157, 0.9405, 0.9480, 0.1128, 0.1156, 0.1480, -0.3518, -0.5029, -0.2950, -0.2141, -0.1974, -0.1667, -0.2507, -0.1483, -0.5478, -0.2547, -0.2536, -0.1506, -0.2349, -0.1667, -0.2038, -0.1465, -0.2477, -0.4159, -0.4156, 0.1019, 0.1311, 0.0678, 0.0565, 0.0381, 0.1285, 0.0490, 0.0674, 0.1019, 0.0332, 0.1325, 0.0465, 0.0466, 0.1337, 0.0495, 0.0763, 0.0404, 0.1422, 0.0711, 0.1285, 0.0873, 0.0494, 0.1374, 0.1349, 0.0491, 0.0712, 0.0475, 0.1360, 0.0875, 0.1351, 0.0479],
  "homo_energy_ev": [-14.803, -13.782],
  "charge": 2,
  "e_lumo_ev": [-8.0736, -9.7019],
  "e_above_lowest_ev": 5.090
}

Entry 4:
{
  "formula": "C16H31FN2O9S",
  "method": "wB97M-V/def2-TZVPD",
  "elements": ["S", "F", "O", "O", "O", "O", "O", "O", "O", "O", "O", "N", "N", "C", "C", "C", "C", "C", "C", "C", "C", "C", "C", "C", "C", "C", "C", "C", "C", "H", "H", "H", "H", "H", "H", "H", "H", "H", "H", "H", "H", "H", "H", "H", "H", "H", "H", "H", "H", "H", "H", "H", "H", "H", "H", "H", "H", "H", "H", "H"],
  "positions_angstrom": [[3.8146, 0.2766, -6.0250], [3.4822, -1.2315, -6.2898], [2.3950, -1.1910, 2.8437], [2.6684, -1.4492, -1.7795], [-7.3157, 0.3286, 2.0148], [7.7317, 0.8784, -6.4333], [-2.7096, 0.8438, 2.1081], [8.7041, -1.1560, -6.3927], [3.5161, 0.5371, -4.6692], [3.2849, 1.0177, -7.1032], [6.1598, 2.5034, -6.3861], [-5.0207, 1.2813, 3.9443], [0.8297, -0.2945, 0.2647], [5.5514, 0.1555, -6.2029], [1.9591, 0.1166, 2.5264], [0.7184, 0.1682, 1.6429], [-2.6951, 0.6285, 3.5134], [-2.5916, 2.1948, 1.7177], [-4.0533, 0.1972, 4.0226], [3.2488, -1.7980, 1.8951], [-6.2417, 0.1791, 1.1077], [1.8891, -2.5957, -2.0403], [-6.3981, 0.9017, 4.2354], [6.2945, -0.9342, -6.1909], [1.9711, -0.2125, -1.9083], [7.7201, -0.5029, -6.3486], [6.4427, 1.3554, -6.3498], [-7.0726, -0.1248, 3.3321], [1.7672, 0.4494, -0.5637], [-4.3529, -0.6891, 3.4463], [-2.4186, 2.2106, 0.6426], [-3.9530, -0.1090, 5.0689], [-5.5721, 1.0443, 1.1091], [-0.0572, -0.4333, 2.1224], [-4.9802, 1.6961, 3.0225], [-6.6686, 0.0855, 0.1094], [1.3675, 1.4550, -0.7302], [-8.0556, -0.3374, 3.7599], [-1.9814, -0.1776, 3.7082], [2.5665, -3.4482, -2.0678], [0.3489, 1.1994, 1.6279], [2.7569, 0.5608, -0.0985], [1.1340, -2.7774, -1.2670], [1.3789, -2.5201, -3.0063], [-3.4966, 2.7748, 1.9317], [1.0945, -1.2710, 0.2649], [2.7896, 0.7002, 2.1094], [3.8951, -1.0623, 1.4074], [-5.6541, -0.7178, 1.3242], [6.0099, -1.9681, -6.0919], [-6.4385, 0.5261, 5.2636], [-7.0020, 1.8119, 4.2074], [1.6966, 0.5806, 3.4811], [3.8735, -2.5137, 2.4295], [-6.5240, -1.0748, 3.3058], [2.6948, -2.3416, 1.1240], [-2.3477, 1.5225, 4.0404], [-1.7464, 2.6819, 2.2153], [1.0113, -0.3689, -2.4112], [2.5807, 0.4379, -2.5346]],
  "forces_ev_per_angstrom": [[0.14, 0.14, -0.13], [-0.03, 0.04, 0.06], [0.00, -0.05, -0.05], [-0.05, -0.03, 0.04], [0.05, 0.05, -0.02], [-0.01, 0.02, -0.03], [-0.06, 0.12, 0.04], [0.04, -0.09, -0.02], [-0.08, 0.02, 0.00], [-0.08, -0.04, -0.01], [0.03, -0.14, 0.02], [0.02, -0.06, -0.12], [0.17, -0.04, -0.02], [0.01, 0.01, 0.02], [-0.02, 0.14, 0.10], [-0.14, -0.09, -0.08], [0.08, -0.16, 0.02], [0.04, -0.01, -0.06], [-0.08, 0.07, -0.03], [0.01, -0.04, 0.07], [-0.07, 0.01, -0.04], [0.03, -0.01, -0.02], [0.03, 0.11, 0.05], [0.26, -0.14, -0.06], [0.02, 0.06, -0.01], [-0.08, 0.09, 0.07], [-0.12, 0.14, 0.02], [-0.07, -0.08, 0.07], [-0.04, -0.08, 0.09], [0.04, -0.04, 0.03], [0.00, -0.04, 0.00], [-0.02, -0.01, 0.00], [0.04, -0.03, 0.02], [-0.02, 0.04, 0.01], [-0.01, 0.00, 0.00], [0.00, 0.00, 0.01], [0.01, 0.01, 0.02], [0.00, -0.01, -0.02], [0.02, 0.02, 0.00], [0.00, 0.01, 0.01], [0.03, 0.02, 0.00], [0.02, 0.05, -0.03], [-0.03, 0.03, -0.02], [0.00, -0.01, 0.00], [0.02, 0.01, 0.05], [-0.02, 0.00, 0.01], [0.00, -0.05, -0.06], [0.00, 0.00, -0.02], [0.02, 0.00, 0.00], [-0.04, -0.03, -0.01], [0.01, -0.02, 0.00], [-0.01, -0.01, 0.02], [0.01, -0.01, 0.00], [0.00, 0.01, 0.00], [0.05, 0.04, -0.01], [0.02, 0.04, -0.04], [-0.06, 0.04, -0.01], [0.00, 0.01, 0.00], [-0.02, 0.00, 0.05], [-0.02, -0.01, 0.02]],
  "lowdin_charge": [0.6654, -0.1279, -0.1768, -0.1934, -0.1787, 0.1603, -0.2014, 0.2045, -0.2054, -0.1958, 0.2147, -0.0512, -0.0416, -0.1480, -0.2232, -0.1988, -0.2199, -0.1209, -0.2167, -0.1023, -0.1013, -0.1192, -0.2022, 0.1131, -0.2166, -0.4046, -0.4033, -0.2298, -0.2124, 0.1069, 0.0906, 0.1246, 0.0720, 0.1109, 0.0714, 0.0875, 0.1250, 0.1206, 0.1150, 0.0869, 0.1118, 0.1070, 0.0799, 0.0867, 0.0785, 0.0729, 0.1113, 0.0878, 0.0882, 0.1450, 0.1172, 0.1191, 0.1211, 0.0872, 0.1104, 0.0725, 0.1240, 0.0826, 0.1262, 0.0928],
  "homo_energy_ev": -8.617,
  "smiles": "O=C1C=C(S(=O)(=O)F)C(=O)O1.COCCNCCOC.COCCNCCOC",
  "e_lumo_ev": -2.0010
}